No. 1
DFT (wB97M-V/def2-TZVPD) results for a 5-piece molecular cluster, C15H44N3O12S4 overall.

XYZ file:
```
78
Properties=species:S:1:pos:R:3
N 5.807 -3.218 2.830
C 4.547 -2.984 2.155
C 3.843 -1.637 2.521
C 2.483 -1.847 3.148
N 1.545 -2.557 2.217
N 0.629 -3.484 2.855
H 6.365 -2.376 2.768
H 5.641 -3.384 3.815
H 3.853 -3.784 2.401
H 4.686 -2.982 1.082
H 4.426 -1.118 3.268
H 3.746 -0.989 1.659
H 2.036 -0.902 3.413
H 2.591 -2.403 4.068
H 1.027 -1.887 1.648
H 2.074 -3.129 1.559
H 1.217 -4.279 3.088
H 0.360 -3.041 3.730
O -0.551 -3.781 -2.955
S -1.211 -3.977 -1.704
O -1.989 -5.141 -1.445
O -2.066 -2.683 -1.372
C -3.027 -2.235 -2.368
C -4.280 -3.084 -2.392
C -0.040 -3.818 -0.381
H -2.547 -2.199 -3.347
H -3.267 -1.212 -2.086
H -4.072 -4.093 -2.743
H -5.016 -2.636 -3.059
H -4.708 -3.164 -1.393
H 0.544 -2.912 -0.543
H 0.600 -4.698 -0.411
H -0.583 -3.779 0.560
O -2.187 1.693 -4.057
S -1.334 2.137 -5.115
O -1.588 1.734 -6.459
O 0.177 1.756 -4.736
C 0.400 0.377 -4.324
C 0.368 -0.577 -5.493
C -1.178 3.887 -5.050
H -0.328 0.094 -3.560
H 1.385 0.360 -3.859
H -0.629 -0.630 -5.926
H 0.651 -1.582 -5.178
H 1.047 -0.247 -6.278
H -0.954 4.184 -4.030
H -2.130 4.304 -5.370
H -0.387 4.189 -5.731
O -2.856 1.840 2.049
S -3.420 3.065 1.588
O -4.818 3.314 1.716
O -2.968 3.228 0.081
C -3.192 2.103 -0.805
C -4.642 1.972 -1.224
C -2.519 4.417 2.259
H -2.829 1.186 -0.333
H -2.569 2.287 -1.678
H -5.279 1.713 -0.379
H -4.741 1.195 -1.980
H -5.006 2.913 -1.633
H -1.454 4.234 2.136
H -2.776 4.478 3.314
H -2.824 5.323 1.744
O 0.915 3.494 2.574
S 1.125 2.167 3.060
O 1.064 1.880 4.457
O 2.515 1.642 2.483
C 3.672 2.490 2.719
C 4.186 2.399 4.142
C 0.069 1.061 2.199
H 3.430 3.518 2.446
H 4.428 2.139 2.021
H 3.473 2.816 4.851
H 5.121 2.951 4.236
H 4.359 1.360 4.425
H 0.145 1.259 1.132
H -0.948 1.249 2.549
H 0.362 0.040 2.431
```

Values from the calculation:
HOMO in eV: -12.8
LUMO in eV: -3.287
Charge: +1
E_tot in eV: -88640.5213
Kohn-Sham gap in eV: 9.503

=====

No. 2
DFT (wB97M-V/def2-TZVPD) results for a 16-piece molecular cluster, C21H68BFN3O18 overall.

XYZ file:
```
112
Properties=species:S:1:pos:R:3
C 0.886 -0.521 -0.735
B 0.277 0.754 -1.385
O 1.100 1.790 -1.722
C -1.316 0.925 -1.612
N -2.261 0.090 -2.036
C -3.481 0.736 -2.063
C -4.815 0.246 -2.502
O -5.227 0.609 -3.563
N -5.576 -0.605 -1.654
C -6.057 0.120 -0.509
O -5.874 -0.172 0.608
F -6.729 1.197 -0.855
C -3.269 2.005 -1.628
N -1.928 2.097 -1.355
H 0.127 -0.936 -0.073
H 1.725 -0.200 -0.125
H 1.226 -1.272 -1.444
H 0.760 2.553 -1.232
H -2.080 -0.868 -2.330
H -6.379 -0.853 -2.235
H -3.958 2.814 -1.499
H -1.438 2.913 -1.021
C -3.235 0.937 2.467
O -1.900 0.528 2.154
H -3.619 0.281 3.243
H -3.232 1.969 2.829
H -3.867 0.845 1.583
H -1.571 1.114 1.469
C -2.817 -2.786 4.207
O -3.477 -3.494 3.156
H -2.349 -3.515 4.860
H -2.047 -2.130 3.799
H -3.541 -2.203 4.785
H -3.892 -2.847 2.581
C 1.148 -3.929 4.866
O 0.209 -3.493 3.889
H 1.644 -3.045 5.261
H 0.665 -4.458 5.692
H 1.888 -4.584 4.398
H -0.225 -4.267 3.521
C 1.243 2.953 2.154
O 1.044 3.793 1.006
H 1.120 1.916 1.844
H 2.248 3.087 2.554
H 0.509 3.186 2.927
H 1.152 4.709 1.288
C 3.863 -3.400 1.775
O 3.248 -2.109 1.865
H 4.232 -3.511 0.759
H 4.702 -3.474 2.472
H 3.141 -4.186 1.982
H 2.916 -2.004 2.760
C 2.794 -2.745 -4.085
O 1.778 -1.734 -4.128
H 2.392 -3.605 -3.551
H 3.071 -3.052 -5.095
H 3.677 -2.377 -3.561
H 2.150 -0.989 -4.607
C -1.618 -4.265 -2.491
O -0.942 -3.137 -3.055
H -2.673 -4.013 -2.405
H -1.517 -5.139 -3.135
H -1.228 -4.500 -1.498
H -0.009 -3.356 -3.130
C 2.768 -6.570 -0.241
O 2.575 -6.289 1.142
H 2.622 -5.640 -0.786
H 3.780 -6.935 -0.431
H 2.045 -7.308 -0.598
H 2.705 -7.109 1.628
C 5.787 -0.159 -2.498
O 6.033 -1.173 -3.474
H 4.865 -0.412 -1.977
H 6.607 -0.115 -1.779
H 5.673 0.816 -2.978
H 6.850 -0.948 -3.927
C 5.712 3.150 -1.159
O 7.004 2.706 -1.565
H 5.379 2.518 -0.340
H 5.746 4.187 -0.815
H 5.003 3.066 -1.987
H 7.286 3.275 -2.288
C -8.338 0.366 3.540
O -7.932 -0.581 2.559
H -9.271 0.015 3.972
H -7.594 0.453 4.336
H -8.507 1.350 3.092
H -7.105 -0.278 2.169
C -0.420 7.001 -0.608
O 0.564 7.038 0.420
H -1.059 6.141 -0.417
H -1.033 7.904 -0.598
H 0.043 6.890 -1.593
H 1.129 7.797 0.255
C -1.394 2.980 5.421
O -0.380 2.024 5.128
H -0.942 3.768 6.016
H -1.801 3.419 4.503
H -2.207 2.528 5.995
H -0.782 1.324 4.602
C -7.386 2.746 -6.125
O -6.806 1.446 -6.130
H -8.253 2.722 -6.779
H -7.711 3.029 -5.119
H -6.682 3.494 -6.501
H -6.039 1.465 -5.553
C 10.004 1.282 -0.535
O 9.250 0.608 -1.535
H 10.492 0.526 0.075
H 10.770 1.921 -0.982
H 9.353 1.888 0.100
H 8.812 1.279 -2.062
```

Values from the calculation:
HOMO in eV: -11.4
LUMO in eV: -3.646
Charge: +1
E_tot in eV: -67587.5727
Kohn-Sham gap in eV: 7.774

=====

No. 3
DFT (wB97M-V/def2-TZVPD) results for a 2-piece molecular cluster, C3H4N2O overall.

XYZ file:
```
10
Properties=species:S:1:pos:R:3
C 0.251 -0.673 1.408
C -1.267 -0.592 -1.543
C 1.115 0.336 1.713
N -0.558 -1.525 1.338
N 1.332 1.222 0.792
O -0.132 -0.225 -1.376
H -2.227 -0.479 -0.963
H -1.511 -1.147 -2.402
H 1.816 2.015 1.197
H 1.182 1.068 -0.165
```

Values from the calculation:
HOMO in eV: -8.9
LUMO in eV: -0.046
E_tot in eV: -8199.8570
Kohn-Sham gap in eV: 8.830

=====

No. 4
DFT (wB97M-V/def2-TZVPD) results for C21H24Br2LiO3 as an isolated structure.

XYZ file:
```
51
Properties=species:S:1:pos:R:3
Li -0.140 -0.414 2.731
C 1.582 -1.748 -4.669
C 0.955 -2.653 -3.598
C 1.898 -3.834 -3.355
C -0.374 -3.220 -4.122
C 0.705 -1.847 -2.326
C 1.335 -2.116 -1.119
C 1.026 -1.353 -0.015
Br 1.885 -1.758 1.653
C 0.071 -0.304 0.034
O -0.207 0.271 1.148
C -0.508 0.013 -1.240
C -0.186 -0.774 -2.336
C -1.481 1.180 -1.493
C -0.876 2.095 -2.572
C -1.782 2.069 -0.281
C -2.822 0.623 -1.999
H 1.801 -2.314 -5.579
H 2.515 -1.320 -4.295
H 0.915 -0.925 -4.928
H 2.029 -4.395 -4.283
H 1.487 -4.509 -2.602
H 2.882 -3.494 -3.024
H -0.206 -3.810 -5.028
H -1.085 -2.427 -4.357
H -0.827 -3.865 -3.367
H 2.065 -2.908 -1.020
H -0.659 -0.531 -3.283
H 0.073 2.506 -2.224
H -1.554 2.926 -2.787
H -0.690 1.560 -3.505
H -0.872 2.514 0.116
H -2.255 1.508 0.520
H -2.457 2.874 -0.590
H -2.703 0.070 -2.932
H -3.528 1.440 -2.177
H -3.252 -0.050 -1.256
Br -1.841 1.780 7.773
C -0.411 2.195 6.590
C 0.075 3.494 6.634
C 1.103 3.871 5.786
C 1.629 2.954 4.891
C 1.114 1.670 4.836
C 0.087 1.259 5.684
C -0.435 -0.183 5.550
O -0.558 -0.855 6.567
O -0.615 -0.549 4.346
H -0.350 4.204 7.330
H 1.485 4.884 5.821
H 2.437 3.237 4.226
H 1.519 0.961 4.126
```

Values from the calculation:
HOMO in eV: -4.7
LUMO in eV: 2.517
Charge: -1
E_tot in eV: -168604.3893
Kohn-Sham gap in eV: 7.177

=====

No. 5
DFT (wB97M-V/def2-TZVPD) results for a single C3H4N2O molecule.

XYZ file:
```
10
Properties=species:S:1:pos:R:3
N 1.447 0.958 -2.282
C 1.192 0.294 -1.366
C 0.833 -0.449 -0.236
C -0.306 -0.188 0.466
N -1.309 0.614 0.073
O -0.501 -0.765 1.655
H 1.390 -1.349 -0.065
H -1.933 0.979 0.773
H -1.172 1.144 -0.772
H 0.359 -1.237 1.753
```

Values from the calculation:
HOMO in eV: -8.7
LUMO in eV: 0.516
E_tot in eV: -8202.9428
Kohn-Sham gap in eV: 9.224

=====

No. 6
DFT (wB97M-V/def2-TZVPD) results for C42H42ClN2O2Sb2V as an isolated structure.

XYZ file:
```
92
Properties=species:S:1:pos:R:3
V 1.864 1.106 -0.160
C 0.081 -3.022 1.659
C -1.415 -3.122 1.901
C -2.175 -1.810 1.746
Sb -2.764 -1.249 -0.263
C -3.669 0.595 0.317
C -3.894 1.556 -0.666
C -4.376 2.814 -0.336
C -4.631 3.133 0.989
C -4.411 2.188 1.978
C -3.936 0.926 1.643
C -4.510 -2.506 -0.194
C -5.765 -2.076 0.228
C -6.842 -2.954 0.265
C -6.674 -4.279 -0.113
C -5.428 -4.720 -0.537
C -4.357 -3.837 -0.584
Sb 0.733 -2.546 -0.340
C -0.316 -4.247 -1.213
C -1.133 -4.049 -2.323
C -1.845 -5.099 -2.896
C -1.755 -6.371 -2.352
C -0.956 -6.586 -1.235
C -0.247 -5.533 -0.675
C 2.590 -3.606 -0.185
C 3.058 -4.313 -1.293
C 4.279 -4.970 -1.254
C 5.054 -4.923 -0.103
C 4.601 -4.216 1.001
C 3.376 -3.559 0.962
H 0.568 -3.966 1.914
H 0.524 -2.250 2.291
H -1.559 -3.466 2.933
H -1.859 -3.903 1.272
H -1.602 -0.982 2.170
H -3.123 -1.872 2.287
H -3.657 1.335 -1.701
H -4.529 3.554 -1.112
H -4.979 4.124 1.254
H -4.585 2.438 3.017
H -3.754 0.209 2.432
H -5.910 -1.044 0.532
H -7.813 -2.602 0.592
H -7.512 -4.964 -0.081
H -5.288 -5.751 -0.838
H -3.395 -4.196 -0.939
H -1.240 -3.049 -2.736
H -2.472 -4.919 -3.760
H -2.308 -7.192 -2.792
H -0.885 -7.576 -0.801
H 0.380 -5.721 0.190
H 2.460 -4.367 -2.197
H 4.627 -5.517 -2.122
H 6.009 -5.434 -0.069
H 5.207 -4.158 1.897
H 3.062 -2.975 1.818
N 2.523 2.000 1.732
N 3.350 1.030 2.355
C 2.880 -0.304 2.226
O 3.268 -1.117 3.055
O 2.097 -0.501 1.231
H 3.068 2.826 1.509
H 1.739 2.261 2.334
H 3.603 1.238 3.314
Cl 3.688 -0.038 -1.718
C 2.177 0.566 -2.424
C 1.425 -0.293 -3.240
C 0.289 0.165 -3.846
C -0.082 1.518 -3.663
C 0.675 2.363 -2.910
C 1.876 1.947 -2.247
C 2.615 2.771 -1.346
H 1.749 -1.319 -3.358
H -0.317 -0.500 -4.445
H -0.979 1.894 -4.139
H 0.382 3.400 -2.795
H 2.283 3.804 -1.275
H 3.698 2.661 -1.365
C -0.282 1.257 0.238
C -0.613 2.350 1.145
C -0.828 3.666 0.690
C -1.072 4.710 1.562
C -1.100 4.504 2.940
C -0.880 3.217 3.416
C -0.649 2.167 2.540
H -0.787 1.342 -0.731
H -0.513 0.290 0.698
H -0.800 3.850 -0.379
H -1.245 5.704 1.164
H -1.289 5.324 3.620
H -0.899 3.024 4.483
H -0.498 1.163 2.930
```

Values from the calculation:
HOMO (alpha / beta) in eV: -3.6 / -4.3
LUMO (alpha / beta) in eV: 2.541 / 2.536
Charge: -1
E_tot in eV: -102596.7110
Multiplicity: 4
Kohn-Sham gap (alpha / beta) in eV: 6.132 / 6.851

=====

No. 7
DFT (wB97M-V/def2-TZVPD) results for C5H10O as an isolated structure.

XYZ file:
```
16
Properties=species:S:1:pos:R:3
C -0.604 1.434 -0.040
C -0.260 0.000 -0.077
C -1.476 -0.905 -0.247
C 0.771 -0.581 0.857
C 1.766 -0.109 -0.295
H -0.985 1.526 0.959
H -1.215 1.713 -0.924
H 0.360 2.034 -0.004
H -2.160 -0.830 0.623
H -1.970 -0.694 -1.133
H -1.204 -1.956 -0.486
H 0.810 -0.119 1.926
H 0.681 -1.723 0.912
H 2.751 -0.776 -0.746
H 2.153 1.242 -0.116
O 0.580 -0.256 -1.208
```

Values from the calculation:
HOMO in eV: -9.5
LUMO in eV: 0.983
E_tot in eV: -7391.3925
Kohn-Sham gap in eV: 10.491

=====

No. 8
DFT (wB97M-V/def2-TZVPD) results for a single C4H7ClS molecule.

XYZ file:
```
13
Properties=species:S:1:pos:R:3
C 1.722 -0.413 -1.043
C 0.750 -0.334 -0.127
C 0.667 0.362 1.273
Cl 0.927 -0.739 2.597
S -0.863 -1.135 -0.489
C -2.039 0.254 -0.548
H 1.702 -1.099 -1.861
H 2.733 -0.179 -0.731
H 1.408 1.119 1.372
H -0.299 0.882 1.434
H -2.870 0.191 0.227
H -2.408 -0.021 -1.628
H -1.431 1.113 -0.477
```

Values from the calculation:
HOMO in eV: -8.6
LUMO in eV: 0.852
E_tot in eV: -27617.6314
Kohn-Sham gap in eV: 9.437